[1]
19
Properties=species:S:1:pos:R:3:forces:R:3:nbo_charge:R:1 method="wB97M-V/def2-TZVPD" e_homo_ev=-9.73 de_lowest_kcal_mol=18.2 smiles=CCCN.O.O e_tot_ev=-8906.636 spin_multiplicity=1
O 0.747 1.825 -2.304 0.833 -0.075 -0.862 -0.946
O 2.188 0.662 -0.047 0.319 1.262 -0.228 -0.970
N 0.755 -1.760 0.212 -0.892 0.966 -0.581 -0.871
C -2.320 0.346 1.227 -1.398 0.397 0.296 -0.622
C -0.673 -1.446 0.521 0.996 -0.994 0.253 -0.201
C -0.965 0.035 0.637 0.830 -0.128 -0.525 -0.429
H -2.997 -0.514 1.269 0.329 -0.224 -0.026 0.208
H 1.823 -0.153 -0.372 -0.344 -1.125 -0.215 0.477
H -0.889 0.473 -0.360 -0.070 0.016 -0.100 0.186
H 0.714 1.034 -1.765 -0.737 -0.002 0.132 0.471
H -0.102 0.449 1.167 -0.376 0.289 0.288 0.226
H -1.226 -1.956 -0.269 -0.416 0.214 0.148 0.187
H -2.358 0.780 2.229 0.550 -0.200 0.085 0.216
H 1.347 -1.436 0.963 0.139 -0.476 0.250 0.366
H 0.825 -2.750 0.041 0.407 -0.040 0.239 0.370
H -0.879 -1.929 1.480 -0.592 0.018 0.030 0.166
H -2.904 1.066 0.645 0.344 0.041 -0.239 0.212
H 2.050 1.283 -0.784 0.514 0.016 0.570 0.472
H 0.130 2.479 -1.996 -0.441 0.045 0.484 0.480


[2]
19
Properties=species:S:1:pos:R:3:forces:R:3:nbo_charge:R:1 method="wB97M-V/def2-TZVPD" e_homo_ev="-14.58 / -14.58" de_lowest_kcal_mol=50.3 e_tot_ev=-8896.325 spin_multiplicity=2 charge=+1
O 2.703 1.807 -0.687 -0.812 1.739 1.888 -0.930
O 0.062 2.795 2.187 1.619 -0.965 -1.649 -0.934
N -1.158 -0.437 1.061 -3.403 0.564 -6.020 -0.258
C -0.464 -0.196 -1.340 -3.557 1.741 1.395 -0.587
C -0.525 -2.503 -0.366 0.789 1.328 2.507 -0.626
C -0.286 -0.978 -0.039 1.034 -1.490 2.262 -0.096
H -2.187 -0.638 0.705 1.807 -0.568 1.968 0.400
H -1.220 0.590 0.998 1.211 0.379 1.578 0.421
H -0.769 3.066 2.465 -2.534 1.145 0.752 0.465
H -1.575 -0.133 -1.569 1.103 -0.059 0.188 0.225
H -0.125 0.803 -1.246 0.574 0.987 -0.060 0.249
H -1.193 -2.687 -1.228 0.183 0.136 0.751 0.245
H 3.450 2.149 -1.136 1.150 0.537 -0.676 0.481
H 0.550 -2.669 -0.652 -1.232 -1.255 0.376 0.254
H 0.457 2.457 2.974 0.762 -0.321 0.865 0.474
H 2.509 0.999 -1.073 -0.335 -2.345 -1.256 0.450
H 0.733 -0.811 0.417 -0.688 -0.215 -0.869 0.254
H -0.894 -2.920 0.685 1.070 -0.055 -2.691 0.246
H -0.068 -0.694 -2.155 1.260 -1.284 -1.309 0.266